(1)
DFT (ωB97M-V/def2-TZVPD) results for C5H8OSi in the gas phase.

E_LUMO, eV: 0.27
Highest occupied orbital energy, eV: -9.108
HOMO-LUMO gap, eV: 9.382
E, a.u.: -559.93988
SMILES string: C=C/C=C\[Si@@H]1CO1
Energy above the lowest of the compared OMol25 structures with the same formula, charge and spin, kcal per mole: 51.2

Geometry as XYZ:
```
15
Properties=species:S:1:pos:R:3:forces:R:3
C -0.566 0.279 2.140 1.396 2.601 0.459
C -1.354 -0.422 1.381 -1.254 -4.273 0.801
C -1.673 -0.432 -0.074 1.820 0.119 0.918
C -0.778 -0.314 -1.086 -2.986 -0.868 -1.732
Si 1.023 -0.592 -0.994 1.698 1.089 -1.014
C 2.080 0.676 -1.868 -2.409 -1.898 -0.525
O 1.878 -0.759 -2.419 -0.708 0.362 0.432
H -0.388 0.125 3.228 -0.212 -0.079 -1.153
H -0.140 1.178 1.671 0.179 -0.167 0.528
H -1.731 -1.352 1.995 -0.003 1.584 -1.622
H -2.678 -0.742 -0.224 -0.932 0.271 -0.607
H -1.332 -0.432 -2.153 1.666 0.363 2.323
H 1.436 -1.566 -0.014 0.060 -0.140 0.572
H 1.311 1.248 -2.425 1.004 0.467 0.165
H 3.103 0.909 -2.016 0.681 0.568 0.456
```
Positions in Å, forces in eV/Å.

Formally, the Mulliken partial charges of the atoms, in units of the elementary charge, are as follows: -0.63 -0.08 -0.27 -0.35 0.55 -0.53 -0.41 0.24 0.27 0.19 0.34 0.28 -0.10 0.17 0.32


(2)
DFT (ωB97M-V/def2-TZVPD) results for a molecular structure, C24H43FN3O8P2S2SiV.

E_LUMO (alpha / beta), eV: 4.59 / 4.60
Highest occupied orbital energy (alpha / beta), eV: -0.595 / 1.161
HOMO-LUMO gap (alpha / beta), eV: 5.186 / 3.438
⟨S²⟩: 2.191
E, a.u.: -4519.28639
Net charge: -2
Energy above the lowest of the compared OMol25 structures with the same formula, charge and spin, kcal per mole: 1.9
2S+1: 3

Geometry as XYZ:
```
85
Properties=species:S:1:pos:R:3:forces:R:3
V -0.522 -0.210 0.021 -0.559 -0.235 0.639
C -0.240 -3.193 -6.461 0.029 0.014 -0.060
C 0.039 -3.686 -5.054 0.013 0.058 -0.060
O -0.807 -3.051 -4.109 -0.044 -0.050 0.147
P -0.452 -1.619 -3.435 -0.137 0.107 -0.027
S -1.634 -1.442 -1.837 -0.024 -0.338 -0.381
S 1.485 -1.289 -3.415 0.062 -0.021 0.106
O -1.109 -0.677 -4.602 -0.081 0.082 -0.015
C -1.206 0.719 -4.323 0.065 -0.037 -0.043
C -1.879 1.381 -5.505 -0.023 0.029 -0.056
H 0.351 -3.761 -7.187 -0.009 0.012 0.021
H 0.020 -2.137 -6.543 -0.002 -0.022 0.004
H -1.299 -3.302 -6.705 0.009 -0.014 0.008
H 1.083 -3.508 -4.788 -0.001 -0.009 0.015
H -0.168 -4.754 -4.963 -0.027 -0.032 -0.019
H -0.203 1.122 -4.159 0.009 0.021 0.015
H -1.779 0.869 -3.405 -0.029 -0.041 0.026
H -1.253 1.316 -6.399 -0.013 -0.009 0.013
H -2.070 2.434 -5.287 0.020 -0.015 -0.016
H -2.831 0.892 -5.719 0.003 0.022 0.029
C -2.729 -2.231 3.824 -0.025 0.038 0.190
Si -2.301 -2.511 1.998 0.076 0.096 0.000
C -2.282 -4.374 1.735 0.038 -0.233 0.017
C -3.793 -1.895 1.073 -0.095 0.197 -0.203
N -0.825 -1.815 1.488 0.443 -0.064 0.035
C 0.360 -2.394 1.841 -0.149 0.080 -0.031
C 0.627 -3.176 2.993 0.048 0.007 -0.015
C 1.880 -3.714 3.264 -0.058 0.050 -0.051
C 2.955 -3.514 2.410 -0.036 0.027 -0.029
C 2.742 -2.759 1.255 0.058 -0.049 0.097
C 1.497 -2.247 1.018 -0.013 0.064 -0.081
F 1.321 -1.542 -0.148 -0.012 -0.076 -0.005
H -3.319 -3.074 4.203 -0.009 0.061 0.021
H -3.328 -1.320 3.927 0.027 -0.034 -0.003
H -1.848 -2.117 4.462 -0.030 -0.017 -0.025
H -3.238 -4.814 2.042 0.036 -0.001 -0.034
H -1.483 -4.868 2.295 -0.031 -0.012 -0.023
H -2.125 -4.585 0.673 -0.024 0.007 0.028
H -4.686 -2.328 1.541 0.006 0.000 -0.035
H -3.767 -2.190 0.020 -0.005 0.002 0.060
H -3.880 -0.805 1.102 -0.025 -0.102 0.021
H -0.179 -3.342 3.695 -0.004 -0.015 0.025
H 2.016 -4.294 4.171 -0.011 -0.001 0.011
H 3.933 -3.923 2.628 -0.001 -0.001 0.002
H 3.529 -2.566 0.536 -0.013 -0.012 -0.005
C -1.378 1.089 3.315 0.068 0.117 -0.032
O -2.435 1.247 2.382 -0.033 -0.128 -0.252
P -2.033 1.317 0.762 -0.336 0.220 0.426
O -3.622 1.623 0.293 -0.102 -0.121 0.075
C -4.447 2.559 0.963 0.077 -0.011 -0.050
O -1.578 2.952 0.759 0.214 -0.175 -0.093
C -1.585 3.652 -0.465 -0.071 0.015 -0.033
H -1.765 0.533 4.169 -0.009 -0.008 0.029
H -1.034 2.074 3.651 0.033 -0.018 0.012
H -0.533 0.548 2.885 -0.020 -0.013 -0.001
H -5.465 2.433 0.587 -0.006 0.002 -0.024
H -4.123 3.587 0.765 -0.014 -0.003 0.030
H -4.439 2.399 2.042 -0.012 -0.011 0.025
H -2.445 4.333 -0.511 -0.006 -0.001 -0.008
H -1.635 2.984 -1.327 0.032 -0.030 -0.005
H -0.673 4.254 -0.543 0.013 -0.025 0.010
C 4.576 0.839 -0.338 -0.059 -0.021 -0.007
C 4.556 1.722 0.907 0.081 0.010 0.023
C 3.242 2.500 1.144 -0.134 -0.011 -0.130
C 3.435 3.519 2.269 -0.055 -0.028 0.107
C 2.190 4.359 2.538 -0.037 -0.020 -0.024
C 2.908 3.239 -0.137 0.019 -0.077 -0.057
O 3.486 4.254 -0.485 0.051 -0.024 -0.091
N 1.955 2.653 -0.919 0.073 0.131 0.227
C 1.111 1.631 -0.482 0.279 0.055 0.115
O 0.244 1.228 -1.269 0.264 0.502 -0.525
N 1.198 1.089 0.736 0.423 0.098 -0.101
C 2.194 1.450 1.583 -0.305 0.067 -0.135
O 2.328 0.966 2.696 -0.016 -0.072 0.117
H 5.482 0.231 -0.353 0.003 0.001 -0.001
H 4.559 1.430 -1.256 -0.006 0.001 0.020
H 3.721 0.158 -0.369 0.021 0.016 0.029
H 5.371 2.450 0.869 0.016 -0.010 -0.046
H 4.695 1.105 1.797 0.040 0.034 0.025
H 4.277 4.161 2.004 -0.001 0.024 0.018
H 3.693 2.947 3.160 0.043 0.011 0.008
H 1.980 5.032 1.704 0.007 -0.022 0.006
H 2.318 4.969 3.435 0.010 0.008 -0.012
H 1.310 3.728 2.690 0.040 -0.010 0.010
H 1.757 3.052 -1.824 -0.036 -0.007 0.005
```
Positions in Å, forces in eV/Å.

Formally, the Mulliken partial charges of the atoms, in units of the elementary charge, are as follows: 0.88 -0.90 -0.40 -0.39 0.62 -0.70 -0.59 -0.37 0.22 -1.54 0.40 0.19 0.24 0.32 0.29 0.23 0.12 0.33 0.38 0.34 -1.32 0.40 -1.25 -0.81 0.33 0.69 -0.33 -1.00 -0.57 -0.90 0.02 -0.06 0.39 0.27 0.37 0.35 0.38 0.23 0.40 0.18 0.01 0.24 0.36 0.33 0.42 -0.65 -0.51 1.45 -0.42 -0.81 -0.46 -0.81 0.29 0.25 0.05 0.24 0.23 0.24 0.29 0.22 0.22 -1.14 -1.40 2.84 -1.49 -1.10 -0.38 -0.74 0.51 -0.02 -0.59 0.62 -0.88 -0.76 0.52 0.28 0.14 0.40 0.44 0.41 0.50 0.26 0.49 0.13 0.30


(3)
DFT (ωB97M-V/def2-TZVPD) results for C5H6IO2P in the gas phase.

E_LUMO (alpha / beta), eV: -1.06 / -0.68
Highest occupied orbital energy (alpha / beta), eV: -8.332 / -8.054
HOMO-LUMO gap (alpha / beta), eV: 7.276 / 7.378
E, a.u.: -983.44525
SMILES string: C=C1O[C@@H](O)C(I)=C1P
Energy above the lowest of the compared OMol25 structures with the same formula, charge and spin, kcal per mole: 69.4

Geometry as XYZ:
```
15
Properties=species:S:1:pos:R:3:forces:R:3
C -2.389 -0.295 -0.202 -1.421 -0.840 -0.504
C -1.074 -0.276 -0.043 0.109 2.054 -0.015
O -0.475 -1.453 0.155 1.242 -1.621 -0.340
C 0.933 -1.432 0.234 1.895 -0.934 1.311
O 1.700 -2.225 -0.672 -0.912 0.799 -2.513
C 1.374 -0.027 0.281 -4.220 3.452 -1.018
I 3.320 0.677 0.040 -1.131 -0.324 0.148
C -0.249 0.877 -0.015 6.084 -4.582 1.572
P -0.393 2.563 -0.057 0.305 3.499 0.412
H -2.829 -1.278 -0.245 -0.249 -0.102 0.048
H -3.038 0.521 -0.435 0.140 0.606 0.158
H 1.209 -1.951 1.208 -0.442 0.536 -0.934
H 1.731 -1.860 -1.643 -0.384 -0.634 2.798
H 0.998 3.093 0.120 -1.289 -1.029 -0.225
H -0.817 3.067 1.275 0.273 -0.881 -0.899
```
Positions in Å, forces in eV/Å.

Formally, the Mulliken partial charges of the atoms, in units of the elementary charge, are as follows: -1.06 0.72 -0.30 0.20 -0.52 -0.47 0.18 0.22 -0.24 0.30 0.34 0.19 0.36 0.02 0.07


(4)
DFT (ωB97M-V/def2-TZVPD) results for 12 unconnected molecules or ions with the total composition C30H91N7O13.

E_LUMO, eV: 0.61
Highest occupied orbital energy, eV: -8.806
HOMO-LUMO gap, eV: 9.420
E, a.u.: -2558.80420
SMILES string: COC[C@H](C)N.COC[C@H](C)N.COC[C@H](C)N.COC[C@H](C)N.COC[C@H](C)N.COC[C@H](C)N.COC[C@H](C)N.OCCO.O.O.O.O

Geometry as XYZ:
```
141
Properties=species:S:1:pos:R:3:forces:R:3
C 13.136 12.325 25.464 1.533 -2.594 0.449
O 12.766 12.701 24.209 -0.486 0.679 -1.767
C 11.485 12.320 23.809 -1.578 -0.647 -0.061
C 11.011 13.099 22.578 0.897 -0.175 1.076
C 11.505 14.557 22.746 -0.444 -0.089 0.208
N 9.554 12.896 22.388 0.447 1.012 1.062
H 12.946 12.956 26.304 -0.779 0.969 0.325
H 14.229 12.226 25.398 -0.108 -0.101 0.367
H 12.723 11.311 25.670 0.272 0.411 0.251
H 11.302 11.222 23.623 0.901 0.617 0.078
H 10.773 12.521 24.584 -0.529 0.425 0.956
H 11.561 12.541 21.800 -0.451 0.807 -0.566
H 12.611 14.596 22.795 -0.761 0.145 0.031
H 11.036 15.061 23.637 0.607 -0.795 -0.431
H 11.143 15.155 21.930 0.088 0.270 -0.720
H 8.997 13.552 23.014 1.084 -1.013 -1.161
H 9.401 13.146 21.421 -0.564 0.183 -0.094
C 15.179 11.000 13.826 0.074 0.632 -0.528
O 15.611 11.393 12.492 -0.994 -0.451 1.032
C 14.459 11.395 11.672 -0.725 -0.234 -0.559
C 14.891 11.210 10.187 -1.943 -1.645 2.177
C 13.754 11.142 9.175 0.908 -0.206 -1.890
N 15.545 9.912 10.262 2.692 -0.367 -0.764
H 14.371 11.693 14.223 1.267 -0.422 -0.218
H 16.119 10.973 14.395 -0.698 0.123 0.266
H 14.697 10.007 13.807 0.437 0.118 -0.063
H 13.756 10.570 12.090 0.816 1.229 -1.315
H 13.986 12.376 11.702 -0.453 0.185 0.515
H 15.464 12.067 9.924 1.059 0.659 -0.189
H 13.197 10.216 9.082 0.084 -0.416 0.710
H 14.301 11.187 8.191 -0.638 0.101 0.562
H 13.014 11.929 9.131 0.105 0.543 0.467
H 16.464 10.020 10.774 -1.567 -0.117 -0.420
H 15.863 9.577 9.341 -0.444 0.267 0.295
C 15.545 20.623 19.066 -0.954 -0.609 -1.058
O 16.234 19.494 19.510 0.705 1.773 1.601
C 16.208 18.417 18.680 -1.454 -2.612 1.233
C 17.295 17.439 19.215 -0.951 0.313 -1.647
C 17.220 16.152 18.406 1.079 -0.396 1.226
N 17.173 17.161 20.614 0.081 0.635 2.088
H 15.511 21.437 19.744 0.006 0.186 1.512
H 14.527 20.287 18.831 -0.101 0.487 -0.183
H 15.994 21.118 18.214 0.270 -0.415 -0.832
H 15.144 17.942 18.612 1.560 0.527 0.482
H 16.416 18.658 17.685 0.761 0.593 -1.849
H 18.239 17.913 19.030 0.700 0.444 -0.418
H 18.078 15.527 18.750 -0.536 0.147 -0.550
H 17.296 16.321 17.340 -0.015 0.034 -0.188
H 16.316 15.614 18.662 -0.313 -0.158 -0.141
H 17.738 16.358 20.890 -0.201 0.240 -0.186
H 17.471 17.961 21.234 -0.483 -1.079 -1.210
C 9.092 11.132 19.788 0.951 -0.513 -0.340
O 9.516 12.413 19.417 -0.093 -0.280 0.370
C 9.443 12.524 18.031 0.196 0.990 -1.133
C 10.194 13.842 17.700 -1.153 -0.320 -0.263
C 10.126 14.033 16.216 0.254 -1.357 -2.373
N 11.538 13.895 18.200 1.148 -0.782 -0.736
H 9.356 11.003 20.825 -0.231 -0.253 0.391
H 9.646 10.409 19.154 -0.320 -0.061 0.436
H 8.038 11.021 19.596 -0.623 -0.223 0.121
H 9.893 11.609 17.530 -0.302 1.044 0.348
H 8.377 12.651 17.685 0.732 -0.350 0.276
H 9.609 14.632 18.188 0.037 -0.010 0.051
H 10.789 14.844 15.793 -1.106 -0.489 0.639
H 9.037 14.069 15.903 1.318 0.527 0.135
H 10.510 13.070 15.689 -0.477 1.404 0.926
H 12.172 13.339 17.565 -0.707 0.709 0.829
H 11.543 13.372 19.063 0.134 0.061 0.469
C 9.302 7.654 26.630 1.172 0.896 -0.615
O 10.504 7.702 25.734 -2.038 0.709 3.040
C 10.176 7.362 24.456 -0.392 0.264 -2.510
C 11.173 8.006 23.488 0.120 -1.126 -0.800
C 11.005 7.418 22.076 0.261 0.207 -0.252
N 12.598 7.907 23.887 -1.081 1.066 1.909
H 9.510 8.115 27.619 0.333 -0.126 -0.854
H 9.004 6.634 26.826 -0.098 -0.418 -0.248
H 8.493 8.224 26.135 0.305 -0.354 0.272
H 10.328 6.319 24.275 -0.356 -1.315 0.200
H 9.115 7.628 24.081 1.368 -0.205 0.908
H 10.944 9.031 23.459 -0.233 1.528 -0.236
H 10.054 7.722 21.622 0.145 -0.039 0.109
H 11.076 6.315 21.977 -0.050 0.463 0.529
H 11.828 7.819 21.473 -0.234 0.002 -0.104
H 12.590 8.295 24.877 0.328 -0.464 -1.480
H 12.722 6.932 24.060 0.567 -1.042 0.056
C 17.167 13.321 23.973 -0.850 -0.208 1.601
O 16.761 11.995 24.305 0.381 1.012 0.204
C 16.537 11.237 23.135 -1.785 -1.135 1.829
C 15.459 10.117 23.553 1.837 1.665 -1.482
C 15.829 9.555 24.932 -1.116 -1.446 -2.608
N 15.465 9.132 22.472 -2.128 0.018 0.064
H 18.091 13.353 23.458 0.696 -0.201 -1.557
H 17.468 13.888 24.863 -0.727 -0.355 0.343
H 16.289 13.774 23.520 0.420 0.613 -0.507
H 16.273 11.869 22.299 -0.414 0.025 -0.338
H 17.438 10.727 22.943 1.367 -0.810 -0.767
H 14.492 10.628 23.529 -0.072 -0.268 0.314
H 15.712 10.327 25.638 0.250 0.527 1.208
H 16.825 9.099 24.804 -0.310 0.270 0.672
H 15.050 8.767 24.998 0.653 0.174 0.813
H 14.761 8.392 22.637 0.662 0.452 0.031
H 16.341 8.758 22.205 0.969 -0.395 0.170
C 14.171 7.725 16.915 0.324 -1.751 -0.123
O 13.524 8.687 16.159 -0.654 0.654 -0.588
C 12.475 8.300 15.257 1.025 0.197 -0.275
C 11.275 9.183 15.570 -0.064 -0.263 0.664
C 10.056 8.731 14.804 0.250 0.351 -1.205
N 11.497 10.618 15.320 -0.244 -0.566 1.446
H 13.509 7.017 17.479 0.049 0.703 -0.349
H 14.755 8.273 17.648 0.239 -0.173 0.052
H 14.817 7.050 16.279 -0.279 0.717 0.520
H 12.806 8.581 14.210 -0.202 -0.737 0.842
H 12.289 7.199 15.364 -0.071 0.880 -0.254
H 11.106 9.014 16.681 -0.019 0.549 -1.087
H 9.835 7.687 14.967 -0.017 -0.367 -0.119
H 10.160 8.951 13.702 0.065 -0.433 0.987
H 9.217 9.310 15.123 -0.670 0.385 0.267
H 12.241 10.945 15.914 0.261 0.235 0.658
H 11.867 10.830 14.424 0.019 -0.297 -1.365
O 13.667 9.071 20.153 -1.845 -1.348 -1.989
C 12.979 10.261 19.827 2.135 0.375 -0.804
C 13.959 11.415 20.239 -2.649 1.975 -2.038
O 15.119 11.513 19.394 -0.566 0.010 0.579
H 14.287 9.227 20.824 1.534 0.465 2.096
H 12.794 10.197 18.720 0.268 0.512 0.802
H 12.008 10.337 20.286 -0.381 0.142 0.665
H 14.146 11.414 21.309 0.426 -0.324 0.071
H 13.401 12.397 20.018 0.818 -1.210 0.461
H 15.522 10.650 19.326 0.197 -0.558 0.111
O 14.375 16.847 20.985 -2.031 0.054 0.527
H 15.294 17.034 20.893 1.877 0.159 -0.097
H 14.051 17.528 21.599 0.035 -0.415 -0.409
O 14.303 14.652 15.678 -0.257 0.188 0.608
H 15.037 15.111 15.290 0.606 0.139 -0.553
H 14.087 15.230 16.440 -0.443 -0.156 0.045
O 13.233 16.237 17.971 -0.612 0.060 -1.382
H 13.821 16.157 18.693 1.080 0.156 1.527
H 12.533 15.603 18.208 -0.358 -0.399 -0.230
O 13.615 12.355 16.985 0.948 -0.302 -0.207
H 14.234 11.898 17.588 -0.293 0.268 -0.097
H 14.171 12.982 16.470 -0.467 -0.174 0.222
```
Positions in Å, forces in eV/Å.

These are the Mulliken partial charges, in e, on atoms 1 to 99: -0.62 -0.29 -0.37 2.00 -1.62 -0.72 0.36 0.03 0.23 -0.22 0.51 -0.85 0.31 0.30 0.50 0.31 0.22 -0.42 -0.42 -0.38 0.40 -1.47 -0.71 0.19 0.33 0.20 0.09 0.32 0.30 0.39 0.34 0.38 0.24 0.27 -0.81 -0.34 -0.63 0.57 -1.44 -0.69 0.30 0.31 0.30 0.02 0.67 0.24 0.37 0.40 0.31 0.22 0.24 -0.58 -0.20 -0.45 0.52 -1.26 0.19 0.16 0.17 0.34 -0.02 0.34 0.28 0.31 0.41 0.09 0.12 -0.21 -0.76 -0.29 -0.81 0.82 -1.34 -0.28 0.25 0.29 0.32 0.36 0.35 -0.35 0.36 0.37 0.19 0.25 0.25 -0.85 -0.39 -0.79 1.01 -1.70 -0.27 0.37 0.31 0.30 0.50 0.42 -0.55 0.38 0.33